Formula: C12H30F2FeO8P2
Source: the OMol25 dataset
Level of theory: the ωB97M-V functional and the def2-TZVPD basis

HOMO level (alpha / beta) in Ha: -0.4364 / -0.4364

```
! wB97M-V def2-TZVPD RIJCOSX def2/J DEFGRID3
* xyz 1 6
Fe 0.3924 0.5996 -2.2735
F 0.1837 -1.0460 -1.4923
F 0.2522 1.4851 -0.7202
C -4.3679 -3.0447 3.7312
C -4.8308 -1.6339 3.3968
O -4.6827 -1.5006 1.9539
P -4.8898 -0.1016 1.2247
O -5.2029 -0.2315 -0.1998
O -5.9878 0.6579 2.0645
C -7.1245 1.3238 1.4883
C -8.4240 0.8451 2.1097
O -3.5479 0.6975 1.4970
C -2.2446 0.2216 1.1638
C -1.3165 0.1589 2.3645
H -3.4321 -3.3161 3.2533
H -4.0368 -2.9988 4.7779
H -5.1861 -3.7597 3.7691
H -5.7147 -1.1079 3.7476
H -4.0115 -0.9918 3.7531
H -7.0277 2.4004 1.6256
H -7.0873 1.1073 0.4203
H -8.6958 -0.1781 1.8589
H -8.4813 1.0319 3.1815
H -9.2106 1.4789 1.6894
H -2.3909 -0.7421 0.6725
H -1.8733 0.9565 0.4482
H -0.3477 -0.2759 2.1203
H -1.2902 1.0933 2.9186
H -1.7299 -0.6033 3.0346
C 4.3609 -0.9371 1.6215
C 3.5496 -0.3212 0.5128
O 4.4489 0.1969 -0.5109
P 3.8452 0.3754 -1.9555
O 2.3608 0.4997 -2.0173
O 4.6567 1.6140 -2.4824
C 4.4560 2.1180 -3.8387
C 4.8263 3.5885 -3.7329
O 4.3396 -0.9224 -2.6999
C 5.7683 -1.1680 -2.7788
C 5.9835 -1.6646 -4.2050
H 3.6304 -1.5504 2.1620
H 5.1085 -1.6493 1.2768
H 4.7532 -0.2692 2.3840
H 2.8446 -1.0260 0.0648
H 2.8728 0.4118 0.9601
H 5.1580 1.6679 -4.5352
H 3.3894 2.0657 -4.0523
H 4.8793 4.0501 -4.7221
H 4.3342 4.1116 -2.9193
H 5.9006 3.7052 -3.5414
H 6.3673 -0.2755 -2.6021
H 6.1627 -1.9411 -2.1213
H 7.0428 -1.6123 -4.4824
H 5.5902 -2.6564 -4.4009
H 5.6774 -0.9369 -4.9630
*
```